Below is 5 unconnected molecules or ions with the total composition C51H77BN3O6 in a non-equilibrium geometry, with properties calculated with the ωB97M-V functional and the def2-TZVPD basis.

Structure (XYZ):
```
138
Properties=species:S:1:pos:R:3:forces:R:3
C 7.490 3.430 0.047 -0.10 -0.24 -0.33
C 6.957 2.287 -0.823 -0.04 0.33 -0.17
C 5.467 2.416 -1.172 0.09 -0.24 0.08
C 5.112 1.807 -2.538 -0.10 0.36 0.06
C 3.640 1.367 -2.686 0.07 0.01 -0.02
C 3.422 -0.141 -2.942 0.18 0.27 -0.02
C 2.504 -0.434 -4.134 0.00 -0.29 0.11
C 1.886 -1.850 -4.103 0.15 0.08 0.36
C 0.365 -1.873 -4.253 0.02 -0.28 -0.27
C -0.121 -1.592 -5.695 0.30 0.38 0.14
C -0.672 -0.179 -5.950 -0.16 0.12 0.35
C -2.203 -0.077 -5.869 0.38 0.15 -0.11
C -2.685 -0.344 -4.448 -0.01 -0.36 -0.08
C -4.200 -0.139 -4.205 0.27 -0.37 -0.80
B -4.866 -1.522 -4.705 -0.06 -0.58 -0.16
N -5.250 -1.754 -6.066 -0.25 1.10 0.41
O -4.967 -2.531 -3.753 -0.79 0.96 0.57
O -4.649 0.966 -4.998 0.38 0.39 0.44
C -5.996 1.323 -4.837 -0.29 0.03 -0.19
C -6.503 1.384 -3.394 -0.40 0.15 -0.21
N -5.912 0.361 -2.467 -0.05 0.37 0.13
C -6.235 0.751 -1.052 -0.44 -0.18 0.28
C -6.010 -0.396 -0.075 -0.31 -0.04 -0.10
C -5.947 0.138 1.351 -0.54 0.15 -0.05
C -5.472 -0.841 2.389 0.11 -0.16 -0.20
O -4.977 -0.485 3.408 0.37 0.26 0.45
O -5.677 -2.149 2.106 -0.16 -0.10 -0.67
C -4.494 -2.914 1.790 0.28 -0.33 0.33
C -4.755 -4.390 2.076 0.15 0.04 0.00
C -4.410 0.101 -2.719 -0.16 -0.10 0.70
N -3.623 1.106 -2.047 0.38 -0.14 -0.62
C -3.611 2.480 -2.587 -0.05 -0.12 0.07
C -2.620 2.919 -3.604 0.41 0.30 -0.06
O -4.464 3.201 -2.155 -0.27 0.27 -0.01
C -2.434 0.762 -1.341 -0.26 -0.09 -0.15
C -2.485 -0.393 -0.391 0.35 -0.40 -0.06
O -1.457 1.450 -1.457 0.12 0.29 0.27
H 7.159 4.381 -0.379 0.00 0.03 0.18
H 7.130 3.338 1.072 0.04 0.17 0.02
H 8.581 3.438 0.043 -0.04 -0.05 0.21
H 7.129 1.331 -0.323 0.12 -0.08 -0.15
H 7.519 2.287 -1.764 0.04 -0.12 0.08
H 4.865 1.917 -0.406 0.00 0.15 0.09
H 5.206 3.478 -1.168 -0.18 -0.08 0.06
H 5.790 0.975 -2.740 -0.07 -0.06 -0.04
H 5.315 2.578 -3.288 0.20 -0.19 -0.07
H 3.102 1.661 -1.780 -0.07 0.00 -0.08
H 3.179 1.931 -3.503 0.01 -0.04 0.02
H 3.017 -0.615 -2.045 0.02 -0.03 0.00
H 4.401 -0.589 -3.131 -0.08 -0.21 0.08
H 3.090 -0.311 -5.047 -0.19 0.24 -0.07
H 1.701 0.308 -4.132 0.02 0.02 -0.10
H 2.348 -2.499 -4.852 -0.09 0.05 -0.03
H 2.129 -2.304 -3.136 0.00 0.00 -0.04
H -0.054 -1.151 -3.544 -0.11 -0.03 0.00
H 0.015 -2.869 -3.960 -0.04 0.09 0.08
H -0.876 -2.328 -5.980 0.07 -0.03 -0.14
H 0.748 -1.724 -6.345 -0.17 -0.22 -0.10
H -0.263 0.503 -5.194 0.06 0.01 -0.11
H -0.338 0.214 -6.912 -0.09 -0.15 -0.03
H -2.633 -0.801 -6.570 -0.10 0.09 0.00
H -2.490 0.927 -6.187 -0.15 -0.11 0.01
H -2.464 -1.395 -4.215 0.07 0.09 0.15
H -2.091 0.245 -3.751 0.00 0.13 -0.07
H -6.249 -1.861 -6.217 0.17 -0.72 -0.21
H -4.939 -1.018 -6.692 -0.11 0.03 0.01
H -5.803 -3.011 -3.747 0.38 -0.55 -0.37
H -6.094 2.335 -5.236 -0.01 -0.10 -0.04
H -6.654 0.689 -5.447 0.15 -0.19 0.12
H -6.349 2.366 -2.958 0.23 -0.16 0.09
H -7.580 1.205 -3.405 0.05 0.02 0.06
H -6.413 -0.516 -2.615 0.33 -0.17 -0.21
H -7.303 0.987 -1.047 0.09 0.11 -0.12
H -5.702 1.669 -0.821 0.23 -0.13 -0.08
H -6.863 -1.079 -0.155 0.15 -0.09 0.02
H -5.131 -0.985 -0.326 0.18 0.12 0.04
H -6.958 0.424 1.669 0.08 0.09 -0.05
H -5.342 1.043 1.434 0.07 -0.11 0.02
H -4.238 -2.770 0.735 -0.15 0.11 -0.02
H -3.654 -2.543 2.384 -0.11 0.06 0.02
H -4.569 -4.999 1.191 -0.08 0.00 0.07
H -5.787 -4.529 2.395 0.02 -0.01 -0.06
H -4.102 -4.751 2.871 -0.10 0.01 -0.01
H -4.210 -0.865 -2.257 -0.02 0.15 0.14
H -3.008 2.722 -4.603 -0.08 -0.05 0.05
H -2.498 3.997 -3.483 -0.02 -0.08 -0.07
H -1.654 2.438 -3.485 -0.08 -0.05 -0.04
H -2.816 -1.319 -0.864 -0.08 -0.01 0.06
H -3.125 -0.162 0.460 -0.02 0.02 -0.01
H -1.466 -0.550 -0.036 -0.13 0.02 0.08
C 10.483 1.475 2.057 -0.02 0.00 0.00
C 11.623 2.263 1.995 -0.01 0.00 -0.01
C 12.038 2.971 3.114 0.00 0.00 0.00
C 11.316 2.887 4.296 0.00 0.00 0.00
C 10.176 2.098 4.359 0.00 0.01 0.00
C 9.758 1.394 3.239 -0.01 -0.01 -0.02
H 10.158 0.924 1.183 0.00 -0.01 0.00
H 12.190 2.325 1.075 0.00 0.00 -0.01
H 12.926 3.588 3.066 0.01 0.00 0.00
H 11.642 3.437 5.170 0.00 0.00 0.01
H 9.614 2.031 5.282 -0.01 0.00 0.00
H 8.868 0.780 3.288 -0.01 -0.03 0.00
C -1.683 -0.740 3.700 -0.04 0.01 0.01
C -1.167 -1.994 4.002 0.01 0.00 -0.05
C 0.180 -2.260 3.795 -0.01 -0.02 -0.01
C 1.012 -1.269 3.290 0.04 -0.01 -0.02
C 0.498 -0.015 2.992 0.01 0.01 -0.04
C -0.849 0.250 3.195 -0.02 -0.01 -0.04
H -2.731 -0.531 3.867 0.01 0.02 0.05
H -1.816 -2.763 4.404 0.00 0.00 0.03
H 0.583 -3.237 4.028 0.01 0.00 0.01
H 2.063 -1.474 3.131 0.00 -0.02 0.00
H 1.150 0.758 2.603 0.00 0.01 0.00
H -1.251 1.229 2.963 0.00 0.02 0.03
C 6.580 -3.526 3.084 0.00 0.00 0.00
C 6.662 -2.340 2.370 0.01 0.00 -0.01
C 5.838 -1.273 2.700 0.01 0.00 -0.02
C 4.935 -1.393 3.747 -0.05 0.03 0.01
C 4.853 -2.579 4.462 -0.01 -0.01 -0.01
C 5.675 -3.647 4.130 -0.01 0.00 -0.01
H 7.224 -4.358 2.828 0.01 0.00 0.00
H 7.371 -2.245 1.557 0.00 0.00 0.00
H 5.899 -0.348 2.142 0.02 0.04 -0.02
H 4.297 -0.558 4.007 0.01 0.01 0.02
H 4.150 -2.670 5.281 0.00 0.00 0.01
H 5.612 -4.572 4.687 0.01 0.00 0.01
C -6.151 1.210 8.037 0.00 0.00 -0.01
C -5.034 1.540 8.792 0.00 0.00 0.01
C -3.777 1.102 8.398 0.01 0.01 -0.01
C -3.637 0.339 7.247 0.00 0.01 0.00
C -4.753 0.009 6.489 0.05 0.00 0.15
C -6.010 0.444 6.888 -0.01 0.01 -0.01
H -7.132 1.549 8.346 0.00 0.00 0.00
H -5.143 2.137 9.688 0.00 0.00 0.01
H -2.907 1.356 8.989 0.01 0.01 0.00
H -2.656 0.000 6.939 0.00 -0.01 0.00
H -4.646 -0.583 5.594 0.00 -0.01 0.04
H -6.883 0.185 6.301 0.00 0.00 0.00
```
Forces are in eV/Å.

Summary:
lowest unoccupied orbital energy = -3.0856 eV
charge = +1
gap between HOMO and LUMO = 7.2 eV
M = 839.00 g mol⁻¹

Mulliken population analysis, charges in e, atoms 1 to 6:
1 C -1.208
2 C -0.456
3 C -0.457
4 C -0.919
5 C -0.678
6 C -0.674

Below is 10 unconnected molecules or ions with the total composition C51H87BrO33 in a non-equilibrium geometry, with properties calculated with the ωB97M-V functional and the def2-TZVPD basis.

Structure (XYZ):
```
172
Properties=species:S:1:pos:R:3:forces:R:3
C 2.148 -6.009 -1.722 0.18 -0.36 0.16
C 1.803 -5.238 -0.874 -1.38 0.07 -0.03
C 0.986 -4.422 0.054 1.14 0.20 0.18
C 0.817 -2.954 -0.387 -0.18 -0.17 0.21
Br 2.622 -2.184 -0.285 -0.17 0.12 -0.20
C 0.156 -2.642 -1.769 -0.21 -0.02 -0.01
C -0.284 -3.814 -2.674 0.64 -0.24 -0.37
C -1.052 -3.389 -3.936 0.48 -0.38 -0.43
C -0.215 -2.553 -4.951 -1.34 0.36 -0.27
C -0.721 -1.075 -5.081 1.20 -0.06 0.01
C 0.177 -0.046 -4.309 -0.28 -0.60 -0.75
C 0.844 0.986 -5.252 0.15 0.05 0.60
C 2.307 1.358 -4.862 -0.58 0.08 -0.23
C 2.510 1.477 -3.352 -0.57 0.32 -0.21
O 3.783 2.079 -3.037 -0.04 -0.26 0.33
C 4.501 1.317 -2.146 -0.16 -0.04 0.29
C 4.099 1.339 -0.677 -0.24 -0.20 -0.54
O 5.428 0.676 -2.530 0.64 -0.24 -0.23
C -1.161 -1.926 -1.385 2.04 -1.08 0.56
O -1.801 -1.124 -1.960 -0.93 0.06 -0.14
O -1.424 -2.448 -0.105 -0.96 0.29 -0.02
C -0.171 -2.226 0.575 0.07 1.13 0.08
C -0.080 -0.727 0.528 0.97 -0.71 0.08
C -0.113 0.466 0.459 -0.72 0.13 0.28
C -0.247 -2.599 2.053 -0.08 0.07 0.60
C 0.914 -2.048 2.929 -0.48 0.30 0.40
C 0.511 -0.760 3.719 0.47 -0.85 -0.16
O 1.706 0.004 3.996 -0.59 0.67 0.20
C 1.925 0.969 3.046 -0.09 -0.05 -0.62
C 1.254 2.326 3.165 -0.53 -0.21 0.79
O 2.649 0.727 2.128 0.35 -0.04 -0.23
H 2.376 -6.789 -2.407 0.29 0.14 -0.10
H 0.030 -4.897 0.294 0.03 -0.01 -0.41
H 1.561 -4.397 0.989 -0.32 0.08 0.04
H 0.899 -2.052 -2.308 -0.64 0.31 -0.19
H -0.814 -4.610 -2.134 -0.08 0.38 0.12
H 0.641 -4.287 -3.026 -0.23 0.02 0.07
H -1.994 -2.866 -3.742 0.18 -0.08 0.22
H -1.326 -4.324 -4.442 0.02 0.12 0.17
H -0.381 -2.994 -5.942 0.16 -0.14 0.25
H 0.866 -2.612 -4.775 -0.16 0.09 0.16
H -0.656 -0.832 -6.149 -0.19 0.14 0.21
H -1.772 -0.989 -4.795 0.16 -0.08 0.00
H 0.975 -0.626 -3.832 -0.16 0.13 0.06
H -0.425 0.418 -3.522 0.31 0.09 -0.08
H 0.892 0.574 -6.267 -0.14 0.10 0.14
H 0.211 1.882 -5.293 0.13 -0.09 -0.06
H 2.509 2.334 -5.322 0.26 -0.17 0.14
H 2.963 0.620 -5.337 0.19 0.14 0.37
H 2.440 0.498 -2.863 0.01 0.12 -0.08
H 1.715 2.129 -2.963 0.40 -0.38 0.01
H 4.445 2.282 -0.243 -0.25 -0.09 0.02
H 4.572 0.495 -0.171 0.13 0.23 -0.07
H 3.019 1.204 -0.556 0.12 0.39 0.01
H -0.456 1.471 0.524 0.42 0.19 -0.20
H -0.352 -3.669 2.253 -0.04 0.06 -0.47
H -1.168 -2.130 2.430 0.03 -0.22 -0.19
H 1.136 -2.805 3.689 0.16 0.05 -0.25
H 1.837 -1.844 2.383 -0.22 -0.03 -0.08
H 0.110 -1.047 4.695 -0.10 0.18 -0.18
H -0.229 -0.172 3.166 0.15 0.03 0.13
H 0.560 2.370 4.011 0.23 -0.01 -0.06
H 2.018 3.097 3.289 -0.05 -0.12 0.00
H 0.681 2.578 2.271 0.28 -0.23 -0.07
C 2.432 -2.966 6.794 0.20 0.32 -0.07
O 2.267 -4.323 7.205 0.02 -0.03 -0.01
C 1.007 -4.654 7.491 0.11 -0.08 0.01
O 0.053 -3.924 7.425 -0.03 0.02 -0.03
O 0.989 -5.935 7.860 0.03 -0.01 0.00
C -0.308 -6.428 8.197 -0.22 -0.20 0.09
H 3.488 -2.810 6.589 0.02 -0.25 0.05
H 1.871 -2.769 5.881 -0.11 0.04 0.10
H 2.129 -2.285 7.587 -0.16 -0.02 -0.08
H -0.978 -6.367 7.341 -0.02 0.13 0.05
H -0.720 -5.880 9.043 -0.04 0.09 -0.10
H -0.191 -7.471 8.478 0.21 0.04 -0.04
C 1.670 6.380 -3.758 0.17 0.27 -0.12
O 1.497 5.050 -3.266 -0.04 -0.09 0.04
C 0.244 4.745 -2.938 0.15 0.06 -0.11
O -0.711 5.472 -3.025 -0.06 0.00 -0.02
O 0.226 3.485 -2.502 -0.23 0.11 0.15
C -1.065 3.014 -2.116 -0.26 -0.24 0.16
H 2.725 6.501 -3.988 0.01 -0.21 0.07
H 1.091 6.531 -4.669 -0.10 0.02 0.09
H 1.388 7.110 -3.001 -0.13 -0.03 -0.05
H -1.753 3.035 -2.960 0.00 0.10 0.03
H -1.459 3.604 -1.288 -0.03 0.11 -0.12
H -0.951 1.983 -1.789 0.20 0.00 -0.11
C -4.197 -1.437 2.320 0.03 -0.21 -0.33
O -4.170 -0.350 3.250 0.10 0.06 -0.02
C -4.794 -0.589 4.402 0.04 0.09 -0.08
O -5.354 -1.608 4.707 -0.01 -0.02 0.03
O -4.693 0.507 5.159 0.01 0.04 -0.04
C -5.324 0.401 6.436 -0.09 0.10 0.31
H -3.662 -1.120 1.428 0.01 0.21 0.11
H -3.696 -2.312 2.734 -0.14 -0.01 0.11
H -5.221 -1.679 2.041 0.01 -0.04 0.10
H -4.870 -0.395 7.024 -0.09 -0.09 -0.08
H -6.394 0.229 6.323 0.04 -0.13 -0.01
H -5.172 1.348 6.948 0.09 0.06 -0.19
C -5.190 1.177 -2.305 0.24 0.00 -0.18
O -6.494 1.560 -1.857 -0.03 0.01 0.00
C -6.911 0.907 -0.772 -0.04 0.17 -0.09
O -6.296 0.065 -0.174 0.13 -0.13 0.08
O -8.126 1.353 -0.454 -0.05 0.04 0.00
C -8.690 0.715 0.694 -0.27 -0.09 0.24
H -4.965 1.773 -3.186 -0.20 0.08 0.03
H -4.443 1.384 -1.539 -0.04 -0.15 0.05
H -5.170 0.123 -2.578 0.04 -0.01 0.15
H -8.073 0.886 1.574 0.07 -0.13 -0.05
H -8.815 -0.352 0.518 0.15 0.00 0.04
H -9.669 1.155 0.866 0.06 0.16 -0.20
C 7.481 6.093 1.554 0.16 0.26 -0.10
O 7.300 4.728 1.935 -0.06 0.01 0.00
C 6.039 4.407 2.236 0.10 -0.08 0.00
O 5.095 5.151 2.209 -0.04 0.03 0.00
O 6.010 3.117 2.571 0.04 0.05 0.03
C 4.711 2.631 2.918 -0.07 -0.12 0.12
H 8.537 6.227 1.337 0.01 -0.20 0.06
H 6.906 6.322 0.658 -0.10 0.01 0.10
H 7.202 6.760 2.369 -0.13 -0.02 -0.05
H 4.031 2.723 2.076 0.03 0.09 0.03
H 4.325 3.163 3.788 0.02 0.11 -0.08
H 4.814 1.580 3.168 0.24 0.03 -0.10
C -2.700 4.062 -5.940 0.17 0.31 0.16
O -3.604 3.318 -6.757 0.00 -0.05 -0.03
C -3.424 1.999 -6.690 -0.10 0.08 -0.09
O -2.599 1.433 -6.021 -0.01 0.00 0.05
O -4.317 1.415 -7.489 -0.01 0.02 -0.01
C -4.235 -0.011 -7.512 -0.06 -0.30 -0.08
H -2.935 5.115 -6.067 -0.16 -0.08 -0.12
H -2.829 3.801 -4.891 0.09 -0.06 -0.03
H -1.670 3.893 -6.253 -0.01 -0.12 0.09
H -4.423 -0.423 -6.521 0.14 0.03 0.02
H -3.263 -0.335 -7.881 0.04 0.02 0.14
H -5.005 -0.365 -8.192 -0.04 0.21 -0.02
C -6.786 3.257 3.243 0.30 -0.13 -0.20
O -8.037 3.405 3.918 -0.06 -0.01 -0.03
C -7.934 3.857 5.168 -0.11 -0.05 -0.09
O -6.912 4.133 5.738 0.04 -0.01 0.04
O -9.164 3.948 5.676 -0.03 -0.02 -0.02
C -9.207 4.423 7.022 -0.12 0.09 0.26
H -6.997 2.884 2.244 -0.22 0.04 0.06
H -6.276 4.216 3.158 0.02 -0.03 0.13
H -6.153 2.534 3.758 0.04 0.12 0.07
H -8.795 5.428 7.089 0.12 -0.07 0.01
H -8.672 3.746 7.686 0.11 0.08 -0.04
H -10.253 4.452 7.318 -0.03 -0.07 -0.20
C 11.323 1.827 6.398 0.10 -0.06 0.26
O 11.206 2.519 5.157 0.03 0.03 0.02
C 10.282 2.014 4.334 0.02 0.12 -0.12
O 9.581 1.063 4.562 0.00 -0.04 0.05
O 10.276 2.745 3.222 0.08 0.03 0.01
C 9.326 2.315 2.241 -0.16 -0.15 -0.29
H 12.098 2.328 6.973 0.01 0.12 -0.17
H 10.387 1.873 6.954 -0.03 -0.12 -0.08
H 11.619 0.792 6.236 -0.14 -0.02 -0.01
H 8.315 2.381 2.631 0.04 -0.11 0.04
H 9.546 1.300 1.912 -0.03 -0.03 0.14
H 9.414 2.983 1.389 0.15 0.12 0.15
C -1.732 -7.989 -7.084 -0.30 -0.06 0.01
O -0.340 -8.181 -7.333 0.02 -0.02 -0.01
C 0.424 -7.139 -7.006 0.07 -0.13 -0.07
O 0.038 -6.100 -6.538 -0.05 0.07 0.06
O 1.689 -7.447 -7.286 0.00 -0.03 0.00
C 2.625 -6.411 -6.983 0.27 0.14 0.02
H -2.241 -8.899 -7.389 0.20 -0.06 -0.05
H -1.914 -7.823 -6.023 0.03 0.13 -0.04
H -2.117 -7.156 -7.671 0.05 0.07 0.11
H 2.615 -6.182 -5.918 -0.11 0.09 -0.04
H 2.412 -5.517 -7.567 -0.09 0.02 0.11
H 3.611 -6.780 -7.253 -0.11 -0.17 -0.05
```
Forces are in eV/Å.

Summary:
lowest unoccupied orbital energy = 0.3300 eV
charge = 0
SMILES string = C#CC[C@@]1(Br)[C@@H](CCCCCCCCOC(C)=O)C(=O)O[C@@]1(C#C)CCCOC(C)=O.COC(=O)OC.COC(=O)OC.COC(=O)OC.COC(=O)OC.COC(=O)OC.COC(=O)OC.COC(=O)OC.COC(=O)OC.COC(=O)OC
gap between HOMO and LUMO = 10.0 eV
M = 1308.13 g mol⁻¹

Mulliken population analysis, charges in e, atoms 1 to 6:
1 C 0.035
2 C -1.162
3 C -0.937
4 C -0.046
5 Br 0.053
6 C 2.069